C3H8IN2O | ωB97M-V with the def2-TZVPD basis set

CARTESIAN COORDINATES (ANGSTROEM)
I  -3.154  2.097  1.296
O  -2.109  1.340  -0.161
N  -1.049  -0.330  1.518
N  1.055  -0.440  -0.316
C  2.241  -0.325  -1.112
C  -1.374  -0.030  0.287
C  -0.116  -0.039  -0.630
H  -1.800  -0.637  2.086
H  -1.882  -0.839  -0.179
H  -0.420  0.090  -1.644
H  2.914  -0.952  -0.612
H  2.049  -0.318  -2.248
H  2.628  0.778  -0.993
H  -0.211  0.200  2.012
H  1.230  -0.595  0.695

## Properties
2S+1 ... 1
Energy relative to the best compared isomer or geometry (same formula, charge and spin) ... 65.4 kcal/mol
Frontier orbital gap ... 7.45 eV
E_HOMO ... -12.52 eV
Charge ... +1
SMILES string ... C/[NH+]=C/[C@@H](N)OI